256
Properties=species:S:1:pos:R:3:forces:R:3:lowdin_charge:R:1 method="wB97M-V/def2-TZVPD" multiplicity=1 energy_ev=-119531.923 homo_ev=-8.7 lumo_ev=0.21 gap_ev=8.8713
H -25.101 -0.600 1.664 0.2 -0.4 -0.7 0.1185
H -34.375 5.937 4.717 -0.2 -0.6 -0.1 0.0704
H -34.970 7.462 0.709 -0.3 0.1 -0.1 0.1150
H -33.493 4.926 3.499 0.0 0.0 0.0 0.0497
H -34.332 -2.321 9.383 -0.2 0.4 0.4 0.0745
H -33.638 -5.979 6.952 -0.2 -1.0 -0.2 0.1178
H -26.589 5.934 -1.195 -0.3 -0.4 0.0 0.0661
N -31.059 3.600 8.361 -0.3 0.0 -0.2 0.0471
O -29.562 2.638 -6.240 -1.6 -0.3 -0.3 -0.1660
C -27.471 6.362 -0.720 -1.5 0.4 0.6 -0.0497
C -32.090 1.358 2.022 -0.8 0.0 -1.9 -0.3532
C -33.743 -6.056 4.715 0.1 -0.1 0.4 -0.4115
H -36.409 1.373 3.691 -0.2 -0.2 0.0 0.0539
H -28.971 4.773 -1.105 0.0 -0.2 0.6 0.1109
H -32.771 -0.718 1.443 -0.6 0.1 0.1 0.1105
H -38.550 2.274 5.386 0.2 0.3 -0.3 0.0871
C -33.918 5.904 3.728 0.0 1.2 -0.5 -0.0442
C -28.978 4.828 8.589 0.0 0.7 -0.7 -0.0428
H -28.952 -5.771 5.370 0.6 0.1 0.3 0.1066
C -35.972 -0.808 6.191 0.1 -0.8 -0.3 -0.0837
H -38.504 -2.183 -2.077 -0.3 -0.2 -0.3 0.0884
H -36.221 -5.008 -1.322 0.1 0.3 0.0 0.1058
C -26.925 0.370 0.985 0.8 0.7 -0.2 -0.4110
N -28.874 6.087 -2.738 -0.2 -0.1 1.0 0.0264
O -35.871 5.996 -3.992 -0.6 0.4 -0.2 -0.1970
H -37.520 6.324 -2.802 -0.2 0.4 0.1 0.1057
H -33.820 -3.437 -0.996 -0.6 -0.1 -0.2 0.0749
H -37.388 4.702 -3.389 0.1 -0.5 0.1 0.1226
H -30.712 0.906 6.736 -0.3 0.2 0.2 0.0537
H -33.591 -7.990 5.017 -0.2 -0.7 -0.1 0.0658
H -27.777 -8.125 5.796 0.0 -0.2 0.2 0.0692
C -36.520 6.784 -5.027 0.5 -1.9 0.3 -0.0814
H -38.939 -1.171 0.102 -0.4 0.3 0.2 0.1180
H -33.994 2.613 4.874 -0.2 0.4 0.0 0.0612
O -32.608 -4.461 6.213 -0.4 -0.3 -0.9 -0.2440
C -26.902 -1.587 4.553 -1.0 0.9 0.2 -0.0546
H -30.998 6.322 -1.214 -0.2 -0.2 0.1 0.1184
C -32.185 -0.218 2.214 0.5 2.9 1.1 -0.1515
N -30.698 4.421 -4.325 -0.6 0.3 0.1 0.0289
C -27.685 1.662 1.307 -0.5 -0.1 -1.4 -0.0223
H -26.751 0.263 -0.086 0.0 0.5 -0.2 0.1467
C -32.809 9.020 1.186 0.2 1.2 -0.1 -0.1078
C -36.797 5.535 -3.008 1.1 1.0 0.6 -0.1989
H -35.247 4.487 1.970 0.7 -0.2 0.4 0.0423
H -34.583 -3.995 4.332 0.6 -0.1 0.4 0.0468
H -27.408 6.290 0.366 0.1 -0.5 0.1 0.0630
H -33.371 9.532 0.405 -0.2 -0.3 -0.4 0.0844
H -29.188 3.194 -3.495 0.1 0.2 0.1 0.1243
H -37.436 6.036 -0.458 0.0 0.5 0.3 0.0798
H -28.993 4.861 9.679 -0.5 0.3 -0.1 0.0752
C -36.250 -1.501 2.415 0.3 -0.2 -1.6 -0.0387
H -22.914 0.339 1.263 -0.4 -0.7 0.0 0.0804
H -30.791 1.136 0.396 0.6 -0.2 0.4 0.0268
C -29.661 4.233 4.301 -0.6 -0.3 0.6 -0.1072
O -32.651 -0.390 3.569 -0.2 -1.5 -1.6 -0.1782
C -32.591 -1.793 3.792 0.6 -0.1 1.2 -0.1098
H -28.211 5.451 -3.158 0.8 0.1 0.1 0.0475
O -36.611 -6.722 -0.227 -0.7 1.4 0.0 -0.2032
H -33.526 2.214 9.483 -0.7 -0.4 0.0 0.0697
C -30.382 4.813 7.946 0.4 -0.9 0.1 -0.4062
C -28.883 -6.109 4.336 0.3 -0.4 -0.3 -0.1783
H -28.708 -8.989 4.018 -0.3 0.1 0.0 0.0821
H -35.436 3.759 6.945 0.1 0.5 -0.3 0.1196
H -35.881 -0.737 3.099 0.1 -0.1 0.0 0.0575
C -30.216 3.131 -3.853 -0.2 -0.1 -1.9 -0.4163
N -35.765 5.295 2.284 -0.7 -0.2 -0.7 0.0544
H -34.878 5.942 8.335 0.3 0.1 -0.3 0.0862
H -27.769 2.712 -7.182 -0.3 -0.2 -0.2 0.0924
H -28.346 3.965 8.383 -0.4 -0.2 -0.5 0.0628
C -34.662 3.280 7.545 0.4 -0.5 -1.0 -0.1502
H -35.647 -5.177 5.053 -0.3 -0.1 -0.3 0.0803
H -29.659 -3.183 3.037 0.1 0.1 0.2 0.0770
H -39.195 0.026 2.515 0.0 -0.1 -0.7 0.0777
N -31.504 1.765 0.737 0.7 -0.4 -0.3 0.0621
H -33.962 1.606 1.046 -0.2 0.5 -0.2 0.0698
C -34.943 6.417 2.657 1.0 -0.1 1.4 -0.4119
H -37.752 2.423 3.175 0.4 0.2 -0.3 0.0841
H -27.850 1.538 -5.870 -0.1 -0.2 0.2 0.0943
H -33.782 1.288 5.962 0.2 -0.1 0.5 0.0784
H -29.834 1.241 -4.668 0.5 -0.6 -0.7 0.1190
H -26.303 -8.101 5.097 0.2 -0.2 0.4 0.0697
H -29.712 5.642 -3.084 -0.7 0.3 -0.2 -0.0026
C -28.721 -0.049 5.004 -1.0 -0.9 0.8 -0.1693
H -34.741 -7.638 3.901 0.0 -0.2 -0.1 0.0719
C -34.048 5.359 8.734 0.9 0.6 -0.2 -0.0524
C -31.109 2.694 -2.714 0.8 -0.9 0.7 -0.0542
O -28.839 -4.989 3.464 0.8 -0.2 -0.1 -0.1989
C -33.804 -3.982 -0.052 -1.2 0.0 0.7 -0.0541
H -37.183 -0.030 1.195 0.6 0.1 -0.3 0.1191
H -31.576 -2.141 3.603 0.2 0.0 0.0 0.0499
N -28.021 1.171 7.031 0.3 0.0 0.7 0.0460
H -26.996 -6.579 3.409 0.4 0.1 0.4 0.1405
H -31.453 4.822 6.005 -0.4 -0.1 0.4 0.1078
C -28.202 2.515 -6.201 1.8 0.6 0.0 -0.1345
H -33.489 -3.294 8.503 0.8 0.0 0.3 0.0190
H -33.636 5.893 9.591 -0.5 -0.4 0.6 0.0870
O -29.545 4.125 5.712 0.2 0.9 0.8 -0.2057
H -31.507 1.846 2.804 0.1 -0.5 0.3 0.1126
O -24.720 1.347 1.079 0.0 0.1 0.5 -0.1474
H -38.414 -7.699 -0.053 0.3 -0.3 -0.4 0.0786
H -33.127 6.647 3.828 0.3 -0.1 -0.3 0.0720
C -36.057 5.240 -1.641 1.0 -0.7 -2.1 -0.4189
C -30.219 2.159 -5.112 -0.6 -0.1 2.7 -0.2013
O -37.929 1.633 5.033 0.3 -0.6 0.6 -0.1292
H -27.394 7.439 -0.863 -0.2 0.1 -0.4 0.0677
H -31.264 1.956 -5.348 -0.1 0.2 -0.3 0.1243
H -30.614 3.757 4.074 -0.1 -0.1 -0.7 0.0631
H -28.389 2.025 6.638 -0.1 0.2 -0.1 0.0499
N -34.369 -7.381 4.804 0.0 0.1 0.6 0.0258
H -31.110 3.438 -1.918 -0.2 0.3 -0.2 0.0712
H -30.419 4.247 0.647 0.2 -0.1 -0.1 0.0599
H -34.462 -2.902 6.626 0.3 -0.8 -0.2 0.0975
H -31.512 -3.049 7.183 0.2 0.0 -0.3 0.0772
H -27.270 -8.911 3.053 0.0 -0.1 -0.2 0.0808
O -27.483 -0.284 4.327 0.3 0.3 1.0 -0.2378
H -33.640 -5.676 -1.894 0.0 0.7 0.1 0.0707
C -33.391 2.275 5.716 0.0 0.8 0.2 -0.0655
H -30.773 -0.803 7.046 0.1 -0.2 -0.2 0.0514
H -30.916 -2.123 -0.150 0.0 -0.4 0.6 0.0540
H -35.050 2.270 7.677 0.3 -0.4 0.1 0.1126
O -33.384 3.225 6.807 -1.8 -0.8 0.0 -0.2357
O -35.735 -1.605 7.366 -1.1 1.9 -0.2 -0.1764
H -31.875 5.173 0.562 -0.4 0.0 0.3 0.0686
H -34.130 0.890 -2.603 0.1 0.2 -0.1 0.0730
C -38.081 -6.728 -0.420 1.4 -0.8 0.9 -0.0808
H -23.222 1.307 2.648 -0.8 0.2 0.3 0.0888
C -35.177 3.987 -1.739 -0.5 -0.3 -0.1 -0.0552
H -30.946 4.998 2.123 -0.3 0.4 -0.1 0.0610
C -30.177 0.092 7.224 0.0 0.1 -1.5 -0.0412
H -34.275 4.186 -2.318 0.1 0.1 0.2 0.0747
H -25.723 0.527 2.731 0.0 0.7 0.3 0.1158
N -38.417 -0.579 2.735 -1.1 -0.5 0.7 0.0433
H -25.952 -1.627 4.020 -0.2 -0.1 -0.2 0.0880
H -27.818 -0.618 2.350 -0.6 -0.4 0.6 0.0465
O -33.663 8.335 2.069 0.5 -0.7 -0.6 -0.1686
C -34.838 -5.055 4.333 0.6 0.3 0.2 -0.0450
H -36.295 -2.474 2.904 -0.6 0.1 0.2 0.0794
H -38.655 -2.630 1.018 0.2 -0.7 -0.3 0.1216
H -36.238 0.232 6.374 0.1 -0.2 0.7 0.0701
H -32.131 2.402 -2.956 0.0 0.3 -0.3 0.0674
H -28.453 1.656 0.534 -0.3 0.6 0.0 0.0603
H -27.030 1.131 6.838 0.0 -0.1 -0.2 0.0731
H -27.657 -2.287 4.196 0.4 -0.6 -0.1 0.0709
O -30.172 6.322 0.744 -0.4 0.6 -0.5 -0.1948
H -29.731 -3.703 4.782 -0.4 0.3 0.1 0.0805
C -25.574 0.383 1.661 0.3 -0.4 0.6 -0.2246
H -34.475 -6.852 -1.266 0.2 -0.8 -0.1 0.0609
H -33.171 5.340 8.087 -0.3 0.4 -0.6 0.0517
H -37.474 -4.019 8.920 0.0 -0.4 0.2 0.0751
H -31.020 5.615 8.316 0.3 0.4 0.4 0.1253
C -30.467 5.010 6.431 1.4 -0.4 -0.8 -0.1538
H -29.875 7.643 -0.844 -0.3 0.2 0.3 0.1227
H -28.217 1.743 2.256 0.3 -0.5 0.3 0.0695
H -28.832 3.722 3.811 0.0 -0.2 0.2 0.0848
H -27.219 -1.630 1.279 0.2 -0.2 -0.3 0.0953
C -38.155 -1.781 0.551 0.3 0.6 0.5 -0.1664
C -30.897 5.143 1.043 0.5 -0.3 -0.6 -0.1101
H -37.972 -0.107 3.509 0.2 -0.3 0.1 0.0211
H -35.182 -4.779 8.141 0.2 -0.2 -0.2 0.1178
H -26.712 -1.765 5.611 0.0 0.0 0.1 0.0873
H -29.126 0.897 4.644 0.2 0.1 -0.2 0.1193
H -30.250 6.057 6.219 0.4 0.2 -0.3 0.1230
H -30.138 0.237 8.303 0.4 0.2 -0.2 0.0873
O -29.811 -0.479 -0.558 0.1 0.7 -0.7 -0.1552
H -38.632 -6.087 0.268 0.4 0.8 -0.2 0.0774
H -31.892 -4.403 8.211 -0.3 -0.3 0.1 0.0818
H -30.666 2.810 7.870 0.5 -0.3 0.1 0.0551
C -27.676 -7.116 4.070 -1.6 1.6 0.7 -0.4320
C -36.033 -5.362 -0.308 -0.1 -0.5 0.4 -0.1641
H -34.070 1.678 2.785 -0.2 -0.3 0.1 0.0490
H -29.268 -2.522 -0.679 0.2 0.2 -0.1 0.0805
H -31.186 -0.642 2.122 0.4 0.0 0.1 0.1048
H -29.808 -6.669 4.197 -0.4 -0.1 -0.3 0.1071
H -38.378 -6.620 -1.463 0.1 0.3 0.0 0.0830
H -35.532 -1.634 1.606 0.5 0.1 0.2 0.0476
N -27.738 -0.767 1.354 -0.3 0.1 0.9 0.0645
C -35.352 -3.740 8.424 -0.6 -0.4 0.2 -0.4098
H -30.736 -4.675 6.925 0.5 0.3 0.2 0.0734
H -32.739 -4.095 0.152 -0.2 -0.1 0.5 0.0771
H -34.992 -1.068 -1.804 -0.2 0.4 -0.6 0.0751
C -37.760 -2.817 -1.593 -0.3 0.9 0.5 -0.1018
H -30.779 -4.475 3.500 -0.5 0.4 0.4 0.0867
N -33.608 3.179 9.768 0.8 -0.1 0.3 0.0496
H -30.346 4.641 -5.245 0.6 0.0 -0.2 0.0808
C -28.875 5.850 -1.242 1.6 0.3 -1.8 -0.3896
H -28.456 5.696 8.187 0.3 0.1 0.3 0.0737
H -34.316 -5.809 0.935 -0.1 0.1 0.3 0.1239
H -29.681 5.253 3.916 0.0 0.3 0.3 0.0848
C -28.137 -8.328 3.366 -0.4 -0.7 -1.3 -0.0977
H -36.681 -2.673 9.633 -0.1 0.1 0.4 0.0701
H -29.238 -0.440 0.211 0.7 -0.2 0.6 0.0017
C -37.102 2.153 4.008 -0.3 0.3 -0.3 -0.1575
H -31.953 3.693 7.901 -0.3 -0.5 0.1 0.0134
H -34.964 3.631 -0.731 0.4 0.1 0.0 0.0656
C -28.765 0.014 6.563 0.3 0.4 0.6 -0.4023
N -34.206 -3.309 9.214 0.5 0.0 -0.8 0.0517
C -34.267 7.186 1.495 -0.5 -0.7 1.4 -0.1900
C -34.761 -0.213 -1.170 -0.4 -0.3 1.2 -0.1594
H -34.374 -3.451 0.710 0.7 0.9 0.1 0.0569
H -30.657 1.830 -2.226 -0.1 -0.3 0.0 0.0730
H -36.277 5.463 1.430 -0.6 0.4 0.0 0.0176
H -28.717 -8.035 2.491 -0.1 -0.4 -0.2 0.0871
H -32.982 -6.186 3.946 0.3 1.0 -0.2 0.1197
H -35.508 7.111 3.280 -0.5 0.3 -0.5 0.1282
C -33.480 2.016 1.933 -0.4 -1.2 1.6 -0.0469
C -30.088 6.587 -0.676 1.5 -0.5 0.9 -0.1864
O -33.878 0.765 -1.685 0.2 -0.5 -0.2 -0.1224
H -32.367 2.214 5.345 0.1 -0.2 0.2 0.0758
H -36.314 -4.263 10.325 -0.1 -0.1 -0.3 0.0778
H -32.331 9.855 1.699 -0.1 -0.1 0.6 0.0862
N -33.815 -6.132 -1.009 -0.1 -1.7 -0.7 0.0294
C -31.645 -4.131 7.184 0.2 -0.8 -0.2 -0.1188
H -33.613 6.416 1.087 0.9 0.4 -0.4 0.1044
H -36.769 -1.215 5.568 -0.5 -0.3 0.2 0.0797
H -35.656 0.262 -0.768 -0.4 -0.1 -0.4 0.0720
N -37.012 5.125 -0.567 -0.5 0.2 -0.3 0.0370
H -36.465 2.991 4.291 -0.3 0.3 0.2 0.0645
H -37.772 4.627 -1.008 -0.5 -0.7 0.4 0.0787
H -29.436 -0.827 4.739 -0.2 -0.3 -0.5 0.1071
H -27.081 2.560 1.176 0.1 -0.2 0.0 0.0866
H -36.519 -4.720 0.427 -0.3 0.1 0.0 0.1114
C -33.003 -5.863 6.073 -0.3 2.4 -0.1 -0.1272
C -34.504 -5.338 -0.030 0.1 -0.2 -1.3 -0.4366
H -33.221 -2.449 3.192 -0.5 0.5 -0.4 0.0776
H -30.574 -1.912 -1.768 0.5 0.0 -0.4 0.0789
H -36.963 -3.022 -2.307 0.1 0.1 0.2 0.0851
H -35.761 7.022 -5.772 0.1 0.7 0.5 0.0876
C -34.486 3.935 8.900 -0.3 -0.4 0.5 -0.4515
H -36.147 -3.373 6.375 -0.3 -0.1 0.0 0.1135
H -37.164 6.120 -5.604 -0.6 -0.1 0.1 0.0780
H -35.446 3.955 9.416 -0.5 -0.2 -0.4 0.1305
C -37.484 -0.951 1.695 -0.2 0.6 -0.2 -0.4139
H -34.358 -0.723 -0.295 0.7 0.3 0.1 0.0509
H -38.206 -3.756 -1.265 -0.1 0.0 0.0 0.0698
H -32.784 -2.008 4.843 -0.2 0.1 0.0 0.0787
H -35.665 3.159 -2.252 -0.3 -0.1 0.0 0.0689
H -31.663 4.201 -4.527 -0.6 0.5 0.1 0.0787
C -30.092 -1.818 -0.795 -1.5 -0.5 -0.1 -0.1721
H -35.130 -0.817 5.498 0.7 0.0 0.2 0.0661
O -37.237 -2.055 -0.509 0.6 -0.7 0.8 -0.2201
H -37.112 7.586 -4.587 0.3 0.3 -0.2 0.0856
C -35.447 -2.943 7.091 0.2 0.0 0.7 -0.2065
H -35.138 -5.206 3.297 -0.4 -0.5 0.1 0.0640
C -36.541 -3.729 9.403 -0.1 1.2 -1.2 -0.0553
H -32.654 3.451 9.578 0.4 0.5 0.4 0.0207
H -31.967 8.474 0.759 -0.3 -0.7 0.0 0.0750
N -27.103 -7.531 5.334 0.9 0.9 0.2 0.0275
C -29.827 -4.001 3.737 0.5 -1.3 -0.5 -0.1089
C -23.415 1.255 1.576 1.6 -0.4 -0.6 -0.1342
H -33.525 3.099 2.054 0.5 0.0 -0.7 0.0541
H -27.780 3.300 -5.575 0.3 -0.1 0.4 0.0853
H -22.726 1.965 1.118 -0.7 0.7 -0.1 0.0860
H -28.385 -0.884 7.050 0.7 -0.1 -0.4 0.1249
H -32.166 1.652 -0.018 -0.7 0.2 0.0 0.0431
H -32.127 -6.512 6.078 0.1 -0.1 0.3 0.1166
H -35.306 6.011 -1.473 -0.5 0.6 0.2 0.1296